# 1
{"formula": "C33H35BFNO5S", "method": "ωB97M-V/def2-TZVPD", "smiles": "C#CCN(OB(O)O)S(=O)(=O)F.c1ccccc1.c1ccccc1.c1ccccc1.c1ccccc1.c1ccccc1", "homo_lumo_gap_ev": 9.4, "charge": 0, "homo_energy_ev": -9.314, "elements": ["C", "H", "H", "H", "C", "H", "C", "H", "F", "C", "B", "C", "S", "H", "H", "C", "C", "H", "H", "C", "C", "C", "C", "C", "C", "C", "H", "C", "H", "H", "H", "H", "H", "H", "H", "C", "O", "C", "H", "H", "H", "H", "C", "C", "C", "N", "O", "C", "H", "C", "C", "H", "C", "C", "H", "H", "H", "C", "C", "H", "H", "H", "C", "H", "C", "H", "H", "C", "O", "C", "C", "H", "H", "H", "O", "O", "C"], "coordinates": [[7.0225, 0.6444, -0.8144], [2.4765, 6.9045, -3.3065], [0.6411, -6.4275, -1.7121], [-2.1173, 1.6748, 2.1144], [1.9108, -5.2888, 1.2120], [-0.1353, 3.9391, -1.6605], [-8.6905, -0.5857, 1.9726], [1.9704, 2.4350, -1.9441], [-1.4781, -1.4912, -3.9126], [7.8436, 0.1777, 1.3972], [2.4407, 0.5672, -2.2473], [-7.0228, 0.0731, 3.5736], [0.0379, -1.1889, -3.9798], [-0.8091, 8.0809, -0.8299], [-7.9500, -1.3340, 0.1042], [-8.3564, -0.0817, 3.2219], [1.4014, -6.1801, 0.2774], [7.7848, 2.1363, 0.5242], [1.8279, 4.5365, -3.0416], [-2.0807, 0.1986, -1.8146], [-0.7432, -0.3297, -1.5188], [-0.5911, 5.9732, -1.1564], [-7.6901, -0.9392, 1.0782], [-1.7722, 0.3165, 3.7403], [2.0629, -3.9501, 0.8796], [7.5739, -1.1710, 1.2141], [6.8034, 1.3503, -1.6046], [-2.4651, -1.9577, 3.3741], [-3.3687, -2.3675, 1.4732], [-1.3300, 1.0701, 4.3791], [-9.7304, -0.7032, 1.6962], [3.7451, -0.2927, -1.0797], [-0.7835, -1.3612, -1.1549], [-9.1363, 0.1907, 3.9214], [-6.7627, 0.4684, 4.5473], [-0.2288, 7.3037, -1.3100], [0.7124, -2.4083, -3.7426], [-6.0201, -0.2784, 2.6796], [-5.5772, -1.0662, 0.7348], [-4.0826, 0.7302, -2.6973], [0.9176, -4.0318, -2.3045], [7.7887, -1.8785, 2.0046], [-2.2159, 0.6563, 2.4691], [0.1519, 4.9779, -1.7760], [0.8758, 7.6386, -2.0814], [0.2001, -0.1337, -2.6383], [1.4881, -0.4537, -2.1437], [7.5705, 1.0849, 0.3821], [1.8310, -2.4623, -0.6534], [1.6170, 6.6438, -2.7029], [-2.7921, -0.3089, 1.6552], [-2.5588, -2.9769, 3.7255], [7.0292, -1.6128, 0.0156], [1.1953, -4.3930, -1.3230], [-1.5484, -1.2554, 5.1817], [-0.3206, 0.2633, -0.7044], [2.4588, -3.2541, 1.6088], [1.7083, -3.5048, -0.3871], [1.0419, -5.7317, -0.9860], [6.3224, -1.0477, -1.9300], [-3.1465, -0.0421, 0.6678], [1.1583, 8.6768, -2.1987], [-6.3568, -0.7871, 1.4330], [1.2845, -7.2250, 0.5350], [-3.1649, 0.3974, -2.2772], [-1.4541, 5.7124, -0.5573], [-4.9828, -0.1563, 2.9521], [1.2550, 5.3129, -2.5493], [2.1031, 1.8237, -2.6745], [-2.9170, -1.6158, 2.1082], [6.7523, -0.7050, -0.9977], [2.1891, -5.6378, 2.1982], [8.2671, 0.5227, 2.3317], [6.8204, -2.6652, -0.1292], [3.7121, 0.2099, -1.9000], [0.2828, -0.4190, -5.1336], [-1.8964, -0.9901, 4.1918]]}



# 2
{"formula": "C35H37N3O5PSeTc", "method": "ωB97M-V/def2-TZVPD", "s_squared": 3.7824, "e_above_lowest_kcal_mol": 0.0, "spin_multiplicity": 4, "homo_lumo_gap_ev": [6.2, 4.6], "charge": 1, "homo_energy_ev": [-9.434, -9.429], "elements": ["C", "P", "H", "H", "C", "C", "C", "C", "H", "H", "C", "C", "O", "C", "C", "H", "C", "H", "N", "C", "C", "C", "H", "H", "H", "H", "H", "H", "C", "Se", "C", "Tc", "C", "C", "C", "O", "H", "H", "C", "C", "C", "C", "H", "N", "H", "H", "H", "C", "H", "C", "N", "H", "C", "H", "H", "H", "H", "H", "C", "H", "H", "H", "C", "H", "O", "H", "O", "C", "H", "O", "C", "C", "C", "C", "H", "H", "H", "C", "H", "H", "C", "H", "C"], "coordinates": [[1.6737, -1.1851, -1.5787], [-2.3189, 0.9372, -0.4058], [-3.8544, -3.5038, -1.8767], [1.6214, 2.0246, -3.7255], [-3.1105, 1.4441, -1.9461], [2.9537, 1.5855, -0.6980], [4.5741, -3.0643, 2.3859], [2.7016, 0.7596, 0.5436], [-0.9722, -0.3090, -3.0070], [3.3690, 1.1036, 1.3372], [-3.2168, -1.5759, -1.1955], [-3.4196, -2.9406, -1.0626], [2.1815, -2.2910, -1.5176], [6.9063, -3.0998, 2.7103], [-0.9021, 0.7831, -2.9204], [-4.6578, 0.1273, 1.0640], [5.6530, -2.8886, 3.2473], [-1.8006, 3.8851, -0.2948], [3.4789, -3.5477, 0.5181], [-2.2734, 1.3803, -3.0627], [-4.8809, 2.3827, -3.2650], [-4.4046, 1.1223, 1.4089], [-1.0927, -1.3941, 2.8167], [3.4082, -0.2760, -2.5016], [7.7768, -2.9758, 3.3385], [-2.1245, 1.8185, -5.1556], [-1.0504, 0.1050, 1.8713], [-0.8385, 3.3308, 1.0617], [-2.5111, -2.8368, 1.1555], [0.7271, -3.1558, 1.1214], [1.1412, 3.4869, -2.2352], [0.0215, 1.1229, -1.0558], [-4.8943, 3.0096, 2.7936], [-2.9587, 3.0624, 1.3330], [-3.2758, 1.7681, 0.9033], [0.1664, 3.0568, -1.4570], [1.5237, -2.4957, 3.7226], [-3.2332, -4.6340, 0.2395], [-4.0510, 2.3432, -4.3787], [-3.7808, 3.6583, 2.2855], [-5.2138, 1.7358, 2.3503], [-2.2873, -1.4688, 1.0378], [-5.0380, 1.9906, -1.1637], [2.0556, 1.2403, -1.8257], [8.0854, -3.6297, 0.9959], [2.8923, -0.3038, 0.3740], [2.9673, -1.5366, 4.1330], [-2.6604, -0.8346, -0.1571], [1.0046, 0.1442, 1.3443], [6.0135, -3.6543, 0.5151], [3.2075, -2.9152, 2.5857], [-6.0865, 1.2222, 2.7304], [-1.7800, 3.8158, 0.7935], [-2.2458, -3.3329, 2.0822], [1.8912, -0.1154, -3.4043], [2.7722, 2.6342, -0.4536], [-1.7588, 4.8289, 1.1907], [-3.5009, -1.0793, -2.1154], [2.0453, 2.3655, -2.7815], [3.0486, 2.7524, -2.9710], [3.2238, -3.6719, -0.4531], [-5.5156, 3.5022, 3.5296], [2.3366, -0.0796, -2.4086], [-4.4117, 2.7099, -5.3307], [0.5862, -0.8444, -0.9703], [6.1504, -3.9497, -0.5146], [1.3340, 4.6363, -2.5229], [-2.7619, 1.8450, -4.2804], [-3.5416, 4.6579, 2.6253], [1.3381, 0.9635, 0.9418], [4.7483, -3.4478, 1.0560], [-4.4085, 1.9346, -2.0430], [2.6034, -2.5230, 3.8456], [-1.6872, -0.7212, 2.1991], [-5.8845, 2.7766, -3.3464], [5.5214, -2.6003, 4.2804], [-0.2761, 1.1269, -3.7494], [2.5628, -3.2135, 1.4393], [2.8624, -3.2463, 4.6170], [-2.4606, -0.2803, 2.8289], [7.0826, -3.4739, 1.3682], [3.9996, 1.4876, -1.0099], [-3.0695, -3.5718, 0.1197]]}